No. 1
46
Properties=species:S:1:pos:R:3:forces:R:3 method="wB97M-V/def2-TZVPD" e_tot_ha=-2355.00689 e_above_lowest_kj_mol=7.1 lumo_ha=-0.0044 charge=0 gap_ev=7.643
Pt -0.27045 0.22335 0.02609 -0.01 -0.09 -0.02
O 6.39818 -0.24671 2.14980 0.00 0.01 0.00
C 6.01104 -0.18961 0.79242 0.00 0.00 -0.01
C 4.51519 -0.09698 0.69595 0.00 -0.01 -0.01
C 3.89457 -0.08030 -0.54672 0.02 0.00 0.00
C 2.52638 0.02227 -0.59966 0.00 0.03 0.03
N 1.75042 0.10226 0.49451 -0.01 0.09 -0.03
C 2.33098 0.05874 1.70468 0.01 -0.04 -0.05
C 3.71607 -0.02722 1.81771 -0.01 0.05 0.01
C 1.48390 0.07182 2.93371 0.01 0.00 0.02
C 2.00134 -0.30077 4.16822 0.00 -0.05 0.03
C 1.16927 -0.29970 5.27964 0.04 0.01 -0.01
C 1.70527 -0.72333 6.62424 0.01 0.00 0.01
O 2.95385 -0.12440 6.93293 0.00 -0.01 0.00
C -0.14963 0.08906 5.11286 -0.02 0.00 -0.01
C -0.57722 0.44751 3.84299 -0.03 0.01 0.04
N 0.21644 0.43801 2.78635 0.01 0.09 -0.09
H 7.35718 -0.27338 2.20083 0.00 -0.01 0.00
H 6.34015 -1.08178 0.24749 0.00 0.00 0.00
H 6.44628 0.68402 0.29331 0.00 0.00 0.00
H 4.46010 -0.14429 -1.46711 0.00 0.00 0.00
H 2.00221 0.03551 -1.54402 0.00 0.01 0.00
H 4.18543 -0.03879 2.78708 -0.01 0.02 0.01
H 3.02621 -0.61799 4.29201 0.00 -0.01 -0.02
H 1.89116 -1.79821 6.62185 -0.01 0.00 0.00
H 0.96059 -0.51870 7.39989 0.01 0.01 0.00
H 2.83847 0.83141 6.94534 0.00 0.00 0.00
H -0.83451 0.11606 5.95120 0.00 0.00 0.00
H -1.60019 0.76469 3.66832 0.00 -0.01 0.00
F -4.29069 4.40482 -1.85120 0.00 -0.01 0.00
C -3.80825 3.94677 -0.67620 0.00 0.01 0.02
F -2.73973 4.68064 -0.37053 0.00 0.00 -0.01
F -4.75805 4.21264 0.24716 0.00 0.00 0.00
C -3.52896 2.47394 -0.74880 -0.02 -0.01 -0.01
C -4.56980 1.64320 -1.13496 0.02 -0.01 -0.01
C -4.39133 0.27067 -1.22294 0.01 0.01 0.01
C -3.14668 -0.24453 -0.91307 -0.01 -0.02 0.00
N -2.15736 0.55696 -0.54115 -0.05 -0.14 -0.02
C -2.29138 1.90080 -0.44382 -0.03 0.03 -0.05
S -0.76886 2.53679 0.07032 0.16 0.08 0.07
H -5.53000 2.08328 -1.37396 0.00 0.00 0.00
H -5.19370 -0.38480 -1.52513 0.00 0.00 0.00
H -2.90719 -1.29910 -0.95554 0.01 0.01 0.00
O 1.18493 -2.59579 1.63179 -0.02 -0.01 0.02
S 0.26890 -2.87594 0.52138 -0.04 -0.10 -0.16
N -0.34945 -1.78417 -0.27575 0.00 0.07 0.22

No. 2
38
Properties=species:S:1:pos:R:3:forces:R:3 method="wB97M-V/def2-TZVPD" e_tot_ha=-1054.80917 e_above_lowest_kj_mol=0.0 lumo_ha=0.0130 charge=0 gap_ev=8.932 smiles="O=C(Cc1coc(-c2ccc(F)cc2)n1)NCc1ccccc1"
O 0.60607 -4.23131 0.03397 -0.23 -0.26 -0.39
C 1.18316 -3.36296 0.64284 0.58 0.10 0.22
C 2.49898 -2.72786 0.17325 -0.23 -0.03 -0.14
C 2.28812 -1.25892 0.07937 0.74 0.70 0.76
C 2.74507 -0.24847 0.87723 0.04 -1.07 -0.32
O 2.18546 0.90914 0.45946 -0.29 0.55 -0.20
C 1.39711 0.55980 -0.57812 0.19 -1.05 -0.01
C 0.59357 1.54259 -1.27065 -0.12 0.52 -0.06
C 0.56514 2.87035 -0.84661 0.00 -0.27 -0.10
C -0.22708 3.79113 -1.50358 -0.19 0.09 -0.20
C -0.98479 3.36960 -2.58270 0.09 -0.07 0.10
F -1.76104 4.26573 -3.22282 0.08 -0.09 0.05
C -0.97116 2.05646 -3.02447 -0.09 0.21 -0.02
C -0.17753 1.14185 -2.36311 0.19 0.11 0.21
N 1.43278 -0.71571 -0.83531 -0.43 0.49 -0.43
N 0.74496 -2.84914 1.81699 -0.03 0.02 0.43
C -0.63658 -2.96896 2.24520 -0.05 -0.07 -0.03
C -1.34354 -1.65760 2.01045 -0.04 -0.04 0.13
C -1.77996 -0.87375 3.06907 0.02 -0.12 -0.05
C -2.35916 0.36192 2.83385 -0.05 0.14 0.03
C -2.49856 0.82720 1.53786 -0.06 0.10 0.07
C -2.06677 0.04940 0.47597 0.00 -0.04 -0.08
C -1.49103 -1.18556 0.71048 -0.05 -0.01 0.03
H 3.29922 -2.95458 0.87827 0.01 -0.05 -0.01
H 2.73741 -3.14343 -0.80529 0.01 -0.04 0.10
H 3.43181 -0.20814 1.69750 0.11 0.09 0.14
H 1.16306 3.17290 -0.00105 0.04 0.04 0.07
H -0.26602 4.82311 -1.19275 -0.02 0.10 0.01
H -1.57668 1.77045 -3.86987 -0.06 -0.01 -0.08
H -0.13925 0.10948 -2.67088 -0.02 -0.11 -0.07
H 1.25546 -2.07257 2.21173 -0.05 -0.02 -0.20
H -0.66916 -3.24788 3.30245 -0.09 -0.01 -0.12
H -1.07862 -3.76855 1.64532 0.04 0.05 0.16
H -1.66892 -1.23256 4.08290 0.02 -0.05 0.10
H -2.69716 0.96353 3.66493 -0.03 0.06 0.06
H -2.94414 1.79361 1.35371 -0.05 0.08 -0.01
H -2.17607 0.40776 -0.53664 -0.02 0.04 -0.08
H -1.14417 -1.78785 -0.11606 0.05 -0.08 -0.12

Please write out number 2 again, unchanged.
38
Properties=species:S:1:pos:R:3:forces:R:3 method="wB97M-V/def2-TZVPD" e_tot_ha=-1054.80917 e_above_lowest_kj_mol=0.0 lumo_ha=0.0130 charge=0 gap_ev=8.932 smiles="O=C(Cc1coc(-c2ccc(F)cc2)n1)NCc1ccccc1"
O 0.60607 -4.23131 0.03397 -0.23 -0.26 -0.39
C 1.18316 -3.36296 0.64284 0.58 0.10 0.22
C 2.49898 -2.72786 0.17325 -0.23 -0.03 -0.14
C 2.28812 -1.25892 0.07937 0.74 0.70 0.76
C 2.74507 -0.24847 0.87723 0.04 -1.07 -0.32
O 2.18546 0.90914 0.45946 -0.29 0.55 -0.20
C 1.39711 0.55980 -0.57812 0.19 -1.05 -0.01
C 0.59357 1.54259 -1.27065 -0.12 0.52 -0.06
C 0.56514 2.87035 -0.84661 0.00 -0.27 -0.10
C -0.22708 3.79113 -1.50358 -0.19 0.09 -0.20
C -0.98479 3.36960 -2.58270 0.09 -0.07 0.10
F -1.76104 4.26573 -3.22282 0.08 -0.09 0.05
C -0.97116 2.05646 -3.02447 -0.09 0.21 -0.02
C -0.17753 1.14185 -2.36311 0.19 0.11 0.21
N 1.43278 -0.71571 -0.83531 -0.43 0.49 -0.43
N 0.74496 -2.84914 1.81699 -0.03 0.02 0.43
C -0.63658 -2.96896 2.24520 -0.05 -0.07 -0.03
C -1.34354 -1.65760 2.01045 -0.04 -0.04 0.13
C -1.77996 -0.87375 3.06907 0.02 -0.12 -0.05
C -2.35916 0.36192 2.83385 -0.05 0.14 0.03
C -2.49856 0.82720 1.53786 -0.06 0.10 0.07
C -2.06677 0.04940 0.47597 0.00 -0.04 -0.08
C -1.49103 -1.18556 0.71048 -0.05 -0.01 0.03
H 3.29922 -2.95458 0.87827 0.01 -0.05 -0.01
H 2.73741 -3.14343 -0.80529 0.01 -0.04 0.10
H 3.43181 -0.20814 1.69750 0.11 0.09 0.14
H 1.16306 3.17290 -0.00105 0.04 0.04 0.07
H -0.26602 4.82311 -1.19275 -0.02 0.10 0.01
H -1.57668 1.77045 -3.86987 -0.06 -0.01 -0.08
H -0.13925 0.10948 -2.67088 -0.02 -0.11 -0.07
H 1.25546 -2.07257 2.21173 -0.05 -0.02 -0.20
H -0.66916 -3.24788 3.30245 -0.09 -0.01 -0.12
H -1.07862 -3.76855 1.64532 0.04 0.05 0.16
H -1.66892 -1.23256 4.08290 0.02 -0.05 0.10
H -2.69716 0.96353 3.66493 -0.03 0.06 0.06
H -2.94414 1.79361 1.35371 -0.05 0.08 -0.01
H -2.17607 0.40776 -0.53664 -0.02 0.04 -0.08
H -1.14417 -1.78785 -0.11606 0.05 -0.08 -0.12